Density functional theory data (ωB97M-V/def2-TZVPD) for a structure of composition C18H28N4O5PdSSi.

Last column: Mulliken charge in e.
Atoms and positions in Å:
Pd  -0.55  1.10  -0.10  0.841
C  0.18  -2.17  1.70  -1.373
N  -1.04  -1.78  1.05  1.050
C  -1.66  -2.88  0.35  -1.361
C  -1.98  -1.11  1.93  -1.445
C  -1.43  0.14  2.57  1.251
C  -1.79  0.42  3.88  -0.657
C  -1.32  1.54  4.54  -0.586
C  -0.43  2.38  3.88  -0.689
C  -0.07  2.11  2.57  -0.485
C  -0.57  1.00  1.89  0.208
H  0.00  -2.94  2.48  0.297
H  0.66  -1.31  2.15  0.357
H  0.86  -2.58  0.95  0.381
H  -1.93  -3.71  1.04  0.395
H  -0.97  -3.26  -0.40  0.296
H  -2.56  -2.53  -0.15  0.289
H  -2.32  -1.80  2.73  0.231
H  -2.86  -0.85  1.33  0.401
H  -2.47  -0.27  4.40  0.311
H  -1.63  1.75  5.56  0.347
H  -0.04  3.26  4.38  0.339
H  0.61  2.78  2.05  0.375
C  -3.11  0.91  -4.58  -1.147
N  -2.59  -0.30  -3.94  -0.034
C  -1.28  -0.79  -4.32  -0.298
C  -0.69  -1.27  -2.98  0.158
O  0.33  -1.92  -2.90  -0.732
N  -1.53  -0.89  -1.97  0.188
C  -2.59  -0.35  -2.55  -0.112
N  -3.68  0.04  -1.86  -0.493
H  -2.70  0.96  -5.58  0.444
H  -2.82  1.80  -4.01  0.369
H  -4.20  0.85  -4.67  0.309
H  -0.65  0.00  -4.75  0.342
H  -1.34  -1.63  -5.02  0.239
H  -3.41  0.54  -0.98  0.339
H  -4.29  0.64  -2.40  0.380
C  4.91  0.55  2.03  -1.016
Si  4.25  -0.06  0.37  -0.110
C  5.43  0.63  -0.94  -1.005
C  4.48  -1.94  0.36  -0.986
C  2.55  0.41  0.09  -0.259
C  1.37  0.69  -0.05  -0.243
H  5.92  0.19  2.22  0.273
H  4.27  0.20  2.84  0.284
H  4.91  1.63  2.07  0.316
H  6.46  0.31  -0.77  0.266
H  5.40  1.72  -0.94  0.293
H  5.13  0.31  -1.94  0.291
H  5.53  -2.22  0.47  0.276
H  4.11  -2.36  -0.57  0.318
H  3.91  -2.39  1.17  0.284
O  -2.68  1.85  0.01  -0.762
S  -2.16  2.95  -0.94  1.098
O  -3.26  3.83  -1.32  -0.795
O  -1.05  3.63  -0.27  -0.584
O  -1.65  2.18  -2.13  -0.665

As for the LUMO energy: 4.9 eV. Its HOMO-LUMO gap is 6.250 eV. The highest occupied orbital energy comes out at -0.0493 Eh. The total charge is -2. For the molecular weight, the calculation gives 547.0 g mol⁻¹.